34
Properties=species:S:1:pos:R:3 method="wB97M-V/def2-TZVPD" e_above_lowest_kj_mol=142.1 lumo_energy_ev=0.559 spin_multiplicity=1 orbital_gap_ev=9.67 largest_force_ev_per_a=4.76 charge=0 energy_ha=-877.34432 homo_ev=-9.116
C 4.40 -0.15 -1.31
C 3.90 -0.37 0.15
N 4.34 -1.62 0.75
C 2.35 -0.50 0.07
O 1.66 -1.55 0.10
N 1.71 0.68 -0.05
C 0.24 0.89 -0.07
C -0.56 0.45 1.27
C -1.88 -0.04 0.82
C -1.96 -1.09 -0.08
C -3.23 -1.45 -0.67
C -4.40 -0.81 -0.30
O -5.63 -1.06 -0.83
C -4.30 0.23 0.58
C -3.08 0.68 1.02
C -0.06 2.30 -0.30
O 0.76 3.19 -0.24
O -1.34 2.68 -0.49
H 5.56 -0.19 -1.35
H 4.12 0.88 -1.66
H 4.09 -0.94 -2.00
H 4.16 0.48 0.77
H 4.08 -1.62 1.68
H 3.94 -2.39 0.26
H 2.23 1.59 -0.02
H -0.16 0.25 -0.88
H 0.06 -0.40 1.67
H -0.64 1.25 1.96
H -1.11 -1.59 -0.31
H -3.34 -2.25 -1.37
H -5.70 -2.02 -1.10
H -5.11 0.98 0.68
H -3.06 1.58 1.62
H -2.03 1.93 -0.39


35
Properties=species:S:1:pos:R:3 method="wB97M-V/def2-TZVPD" e_above_lowest_kj_mol=0.0 lumo_energy_ev=0.301 spin_multiplicity=1 orbital_gap_ev=9.07 largest_force_ev_per_a=4.45 charge=0 energy_ha=-1275.55285 homo_ev=-8.764
N -3.02 0.64 -0.51
C -1.78 1.12 0.12
C -1.77 2.58 0.55
S -2.24 3.77 -0.76
C -1.36 0.22 1.30
O -1.32 0.55 2.48
N -1.02 -1.05 1.01
C -0.69 -1.66 -0.22
C 0.70 -2.25 -0.28
C 1.72 -1.12 -0.26
C 2.04 -0.41 -1.40
C 3.08 0.54 -1.36
C 3.62 0.89 -0.10
O 4.57 1.89 -0.16
C 3.23 0.26 1.05
C 2.39 -0.84 0.97
C -1.74 -2.74 -0.49
O -1.46 -3.98 -0.46
O -2.98 -2.31 -0.54
H -3.13 0.84 -1.48
H -3.93 0.87 -0.06
H -0.98 1.02 -0.66
H -0.81 2.85 0.88
H -2.41 2.72 1.41
H -3.55 3.58 -0.77
H -0.81 -1.60 1.87
H -0.78 -0.91 -1.05
H 0.86 -2.88 0.61
H 0.77 -2.89 -1.18
H 1.45 -0.58 -2.31
H 3.43 1.09 -2.19
H 5.00 1.99 0.70
H 3.65 0.54 2.03
H 2.21 -1.41 1.85
H -2.95 -1.32 -0.60


35
Properties=species:S:1:pos:R:3 method="wB97M-V/def2-TZVPD" e_above_lowest_kj_mol=468.0 lumo_energy_ev=0.128 spin_multiplicity=1 orbital_gap_ev=8.66 largest_force_ev_per_a=4.79 charge=0 energy_ha=-952.50419 homo_ev=-8.532
N -1.66 -2.32 0.38
C -1.36 -0.92 0.67
C 0.07 -0.83 1.23
C 0.44 0.26 2.12
C -0.47 1.05 2.73
C -0.10 2.29 3.27
C 1.19 2.70 3.14
O 1.58 3.92 3.67
C 2.16 1.86 2.48
C 1.74 0.66 2.01
C -1.41 -0.18 -0.61
O -1.88 1.00 -0.61
N -0.88 -0.84 -1.60
C -0.68 -0.39 -2.94
C 0.76 -0.21 -3.20
O 1.32 0.92 -2.56
C -1.12 -1.49 -3.94
O -1.95 -1.34 -4.84
O -0.54 -2.74 -3.70
H -1.51 -2.98 1.14
H -2.46 -2.56 -0.09
H -2.13 -0.44 1.19
H 0.40 -1.65 1.85
H 0.80 -0.85 0.45
H -1.39 0.53 3.01
H -0.83 2.89 3.70
H 2.45 4.04 3.32
H 3.19 2.14 2.65
H 2.40 -0.05 1.61
H -0.46 -1.76 -1.30
H -1.08 0.61 -3.26
H 1.40 -0.98 -2.73
H 0.68 -0.18 -4.33
H 1.02 0.58 -1.67
H 0.32 -2.75 -3.24


31
Properties=species:S:1:pos:R:3 method="wB97M-V/def2-TZVPD" e_above_lowest_kj_mol=611.4 lumo_energy_ev=-3.884 spin_multiplicity=1 orbital_gap_ev=8.14 largest_force_ev_per_a=4.26 charge=+1 energy_ha=-630.68123 homo_ev=-12.024
C 0.22 -0.55 -2.41
C -0.45 -0.35 -1.25
C -0.92 1.02 -0.84
C -1.79 1.01 0.34
C -2.69 2.26 0.46
C -1.90 -0.04 1.16
C -1.13 -1.26 0.99
C 0.18 -1.26 1.87
C 1.29 -1.29 1.22
N 2.34 -1.32 0.51
N 3.13 -0.33 0.13
C 2.92 0.90 0.43
N 3.68 1.92 0.09
C -0.92 -1.54 -0.47
C -1.13 -2.75 -0.98
H 0.53 0.30 -3.01
H 0.39 -1.62 -2.68
H -1.45 1.64 -1.55
H -0.07 1.57 -0.65
H -2.18 3.00 -0.16
H -2.51 2.58 1.56
H -3.75 2.18 0.26
H -2.57 0.21 2.10
H -1.79 -2.23 1.30
H 0.19 -1.47 2.87
H 2.78 -2.25 0.18
H 2.19 1.16 1.10
H 3.49 2.95 0.35
H 4.26 1.86 -0.73
H -1.10 -2.85 -2.06
H -1.22 -3.50 -0.15


37
Properties=species:S:1:pos:R:3 method="wB97M-V/def2-TZVPD" lumo_energy_ev=-9.849 spin_multiplicity=1 orbital_gap_ev=4.11 largest_force_ev_per_a=4.51 charge=+2 energy_ha=-3051.99539 homo_ev=-13.956
Zn -0.05 1.51 -2.55
C 0.00 2.77 0.43
O -0.01 3.55 1.28
C -0.04 4.09 -1.61
O -0.04 5.20 -1.35
C -1.83 1.59 -1.47
O -2.90 1.79 -1.12
C 1.79 1.63 -1.54
O 2.87 1.86 -1.24
C -0.03 0.57 -4.36
H 0.89 -0.01 -4.52
H -0.96 -0.01 -4.51
C -0.04 1.98 -4.59
H -0.94 2.47 -4.95
H 0.86 2.47 -4.97
C 1.23 -2.62 1.72
N 1.25 -1.38 2.52
C 0.04 -1.34 3.36
N -1.19 -1.37 2.56
C -1.18 -2.63 1.75
N 0.01 -2.74 0.89
C 0.00 -1.73 -0.17
P 0.00 0.03 0.48
C 1.41 -0.16 1.70
C -1.37 -0.17 1.74
H 1.22 -3.46 2.45
H 2.12 -2.61 1.08
H 0.05 -0.40 3.92
H 0.05 -2.24 4.00
H -2.09 -2.61 1.13
H -1.15 -3.47 2.48
H 0.87 -1.84 -0.82
H -0.89 -1.84 -0.80
H 1.40 0.76 2.33
H 2.36 -0.21 1.17
H -2.34 -0.22 1.23
H -1.36 0.75 2.36


36
Properties=species:S:1:pos:R:3 method="wB97M-V/def2-TZVPD" e_above_lowest_kj_mol=0.0 lumo_energy_ev=0.598 spin_multiplicity=1 orbital_gap_ev=8.99 largest_force_ev_per_a=0.84 charge=0 energy_ha=-1268.87583 homo_ev=-8.388
C -4.03 -1.78 -0.04
C -2.91 -0.79 -0.37
C -3.45 0.62 -0.59
C -2.36 1.61 -0.99
C -1.27 1.72 0.01
N 0.01 1.83 -0.26
C 0.60 1.93 0.96
S 2.31 2.12 1.19
C 2.85 2.02 -0.56
C 4.19 1.35 -0.63
O 5.20 1.91 -0.98
N 4.26 0.02 -0.25
C 3.29 -0.90 0.06
N 2.01 -0.61 -0.13
C 1.13 -1.54 0.19
C 1.51 -2.77 0.70
C 2.87 -2.98 0.83
N 3.76 -2.06 0.51
N -0.25 1.89 1.96
N -1.44 1.76 1.35
H -4.75 -1.82 -0.85
H -4.55 -1.47 0.87
H -3.63 -2.77 0.12
H -2.19 -0.78 0.45
H -2.39 -1.12 -1.27
H -3.95 0.96 0.32
H -4.20 0.59 -1.38
H -2.80 2.60 -1.14
H -1.90 1.30 -1.94
H 2.95 3.04 -0.95
H 2.07 1.47 -1.08
H 5.20 -0.35 -0.19
H 0.09 -1.28 0.02
H 0.79 -3.53 0.97
H 3.28 -3.91 1.20
H -2.29 1.72 1.89


37
Properties=species:S:1:pos:R:3 method="wB97M-V/def2-TZVPD" e_above_lowest_kj_mol=10.0 lumo_energy_ev="-8.009 / -9.288" spin_multiplicity=4 orbital_gap_ev="6.69 / 5.61" largest_force_ev_per_a=0.33 charge=+2 energy_ha=-1672.00861 homo_ev="-14.700 / -14.901"
Tc -0.11 -0.01 0.33
C -3.37 0.65 3.51
C -2.14 0.29 2.75
S -2.24 0.48 1.05
C -0.97 -0.17 3.38
C -0.87 -0.34 4.86
S 0.43 -0.58 2.50
H -4.18 0.96 2.85
H -3.16 1.47 4.21
H -3.71 -0.20 4.11
H -1.81 -0.15 5.37
H -0.12 0.34 5.26
H -0.53 -1.35 5.10
N -2.62 -4.85 -0.64
C -1.52 -4.09 -0.60
C -1.56 -2.73 -0.21
N -0.45 -2.01 -0.20
C 0.72 -2.58 -0.57
C 0.73 -3.91 -0.94
N -0.36 -4.65 -0.95
H -3.53 -4.49 -0.42
H -2.53 -5.80 -0.94
H -2.48 -2.24 0.08
H 1.62 -1.98 -0.55
H 1.66 -4.39 -1.23
N 0.44 4.71 -2.06
C 0.66 4.02 -0.94
C 0.30 2.66 -0.81
N 0.53 2.00 0.33
C 1.12 2.64 1.35
C 1.46 3.97 1.20
N 1.24 4.65 0.09
H 0.00 4.32 -2.87
H 0.73 5.68 -2.09
H -0.18 2.12 -1.63
H 1.32 2.09 2.26
H 1.94 4.51 2.01


30
Properties=species:S:1:pos:R:3 method="wB97M-V/def2-TZVPD" e_above_lowest_kj_mol=907.9 lumo_energy_ev=0.751 spin_multiplicity=1 orbital_gap_ev=9.63 largest_force_ev_per_a=7.70 charge=0 energy_ha=-616.98468 homo_ev=-8.874
C -2.74 1.84 -0.39
C -1.70 2.69 0.39
C -0.43 1.69 0.77
C 1.61 0.64 0.06
C 2.97 0.96 -0.49
C 4.18 0.28 -0.54
C 4.01 -1.01 0.11
C 2.76 -1.45 0.45
C 1.58 -0.72 0.25
C -0.70 -1.75 -0.26
C -2.00 -2.10 0.31
C -3.14 -2.79 -0.45
H -2.06 1.15 -1.08
H -3.42 2.63 -0.81
H -3.47 1.24 0.20
H -2.03 2.92 1.33
H -1.36 3.50 -0.44
H 0.45 2.16 1.50
H -0.71 0.68 1.01
H 3.18 2.09 -0.84
H 5.08 0.66 -0.74
H 5.00 -1.50 0.53
H 2.59 -2.57 0.74
H -0.93 -0.86 -0.75
H -0.17 -2.40 -0.99
H -2.04 -1.99 1.71
H -3.27 -2.87 -1.87
H -4.07 -3.11 0.07
O 0.47 1.41 -0.35
O 0.36 -1.40 0.56